Computed, not measured: a cluster of 2 separate species, C33H31N4O in total in a non-equilibrium geometry, with ωB97M-V with the def2-TZVPD basis set.

Properties
electronic energy: -1570.01847 hartree
ΔE to the lowest compared entry with this formula, charge and spin: 92.6 kJ/mol
HOMO-LUMO gap: 6.366 eV
molecular weight: 499.64 g mol⁻¹
LUMO level: -0.1597 Ha

Structure (ORCA input):
```
! wB97M-V def2-TZVPD RIJCOSX def2/J DEFGRID3
* xyz 1 1
C 5.745 2.128 -3.034
C 4.597 1.228 -2.602
N 3.376 1.948 -2.204
C 2.295 1.213 -1.869
C 0.991 1.726 -1.819
C -0.181 1.043 -1.475
C -1.469 1.665 -1.623
C -2.611 1.232 -0.904
C -3.786 1.969 -0.887
C -3.845 3.196 -1.567
C -2.763 3.604 -2.366
C -1.622 2.815 -2.455
C 3.252 3.390 -2.367
C 4.565 4.151 -2.258
O 5.769 3.407 -2.388
H 6.710 1.678 -2.718
H 5.739 2.250 -4.148
H 4.357 0.551 -3.437
H 4.937 0.612 -1.753
H 2.479 0.144 -1.701
H 0.879 2.795 -2.042
H -0.155 0.021 -0.996
H -2.540 0.305 -0.336
H -4.647 1.603 -0.325
H -4.720 3.843 -1.464
H -2.808 4.541 -2.929
H -0.807 3.077 -3.132
H 2.790 3.638 -3.336
H 2.593 3.776 -1.584
H 4.583 4.966 -3.004
H 4.638 4.616 -1.262
C -3.797 -3.813 -3.123
C -3.306 -2.506 -3.262
C -2.469 -1.957 -2.284
C -2.181 -2.720 -1.151
N -1.451 -2.205 -0.076
C -0.901 -0.998 0.156
N -0.551 -1.056 1.488
C -0.248 0.063 2.307
C 0.188 1.240 1.705
C 0.373 2.399 2.466
C 0.140 2.375 3.848
C -0.287 1.189 4.456
C -0.524 0.046 3.678
C -0.781 -2.375 1.944
C -0.345 -2.993 3.193
C -1.156 -4.039 3.679
C -0.764 -4.755 4.805
C 0.438 -4.420 5.450
C 1.257 -3.391 4.966
C 0.885 -2.694 3.819
N -1.363 -3.058 0.998
C -2.664 -4.014 -0.993
C -3.467 -4.577 -1.992
H -4.439 -4.229 -3.895
H -3.573 -1.916 -4.140
H -2.035 -0.962 -2.376
H 0.369 1.278 0.632
H 0.687 3.320 1.966
H 0.263 3.293 4.431
H -0.458 1.152 5.533
H -0.921 -0.850 4.152
H -2.095 -4.239 3.157
H -1.396 -5.566 5.171
H 0.738 -4.963 6.348
H 2.187 -3.127 5.470
H 1.513 -1.905 3.404
H -2.394 -4.549 -0.082
H -3.813 -5.606 -1.865
*
```

Computed, not measured: a structure of composition C48H68CsNO9 in a non-equilibrium geometry, with ωB97M-V with the def2-TZVPD basis set.

Properties
electronic energy: -2621.72590 hartree
ΔE to the lowest compared entry with this formula, charge and spin: 647.7 kJ/mol
HOMO-LUMO gap: 5.595 eV
molecular weight: 935.97 g mol⁻¹
LUMO level: 0.1330 Ha

Structure (ORCA input):
```
! wB97M-V def2-TZVPD RIJCOSX def2/J DEFGRID3
* xyz -2 1
Cs -3.032 -0.266 -2.444
C -2.675 4.407 -0.950
O -2.093 3.164 -1.262
C -1.042 2.896 -0.545
C 0.229 2.905 -1.119
C 0.345 2.992 -2.597
C 1.186 1.891 -3.157
C 2.352 2.117 -3.830
C 3.257 1.074 -4.185
C 2.845 -0.184 -3.719
C 1.621 -0.477 -3.036
C 1.153 -1.914 -2.720
C 1.006 -2.245 -1.257
C 2.161 -2.401 -0.575
C 2.225 -2.612 0.862
C 0.966 -2.534 1.469
C -0.275 -2.367 0.785
C -1.621 -2.383 1.674
C -1.943 -1.093 2.330
C -1.795 -0.966 3.701
C -1.907 0.159 4.447
C -2.150 1.344 3.663
C -2.410 1.301 2.324
C -2.569 2.596 1.521
C -1.172 2.728 0.861
C 0.007 2.609 1.615
C 1.287 2.686 1.139
C 1.323 2.877 -0.262
C 2.579 2.503 1.982
C 2.271 2.210 3.421
C 3.282 1.280 1.393
C 3.477 3.709 1.841
C -2.260 0.039 1.630
O -2.574 -0.086 0.374
C -1.754 0.221 5.987
C -1.203 -1.083 6.534
C -3.151 0.357 6.689
C -0.832 1.430 6.387
C -0.260 -2.287 -0.597
O -1.409 -2.397 -1.369
C -1.936 -3.658 -1.536
C 3.503 -3.021 1.593
C 3.809 -4.524 1.333
C 3.378 -3.004 3.146
C 4.750 -2.259 1.128
C 0.758 0.567 -2.867
O -0.422 0.330 -2.428
C 4.504 1.466 -4.979
C 5.276 0.188 -5.531
C 5.386 2.318 -4.103
C 4.188 2.366 -6.210
H -2.122 5.174 -1.439
H -2.820 4.624 0.146
H -3.646 4.411 -1.487
H 0.782 3.927 -2.786
H -0.611 2.937 -3.032
H 2.652 3.129 -3.985
H 3.541 -1.086 -3.886
H 1.878 -2.564 -3.105
H 0.203 -1.901 -3.225
H 3.075 -2.132 -1.029
H 0.820 -2.586 2.502
H -1.466 -3.112 2.408
H -2.400 -2.661 0.955
H -1.474 -1.835 4.172
H -2.493 2.175 4.218
H -2.677 3.398 2.309
H -3.353 2.629 0.851
H -0.123 2.437 2.713
H 2.182 2.917 -0.847
H 1.537 1.417 3.532
H 1.742 2.995 3.974
H 3.115 1.938 3.985
H 2.513 0.567 1.178
H 3.986 0.868 2.053
H 3.734 1.481 0.387
H 2.973 4.592 2.278
H 3.704 3.906 0.732
H 4.451 3.551 2.375
H -1.956 -1.735 6.418
H -0.998 -1.091 7.577
H -0.074 -1.286 6.301
H -3.710 -0.825 6.549
H -3.757 0.968 6.167
H -2.898 0.506 7.677
H 0.416 0.883 5.883
H -0.916 1.674 7.332
H -1.608 2.779 5.881
H -1.179 -4.366 -1.836
H -2.680 -3.634 -2.238
H -2.276 -4.027 -0.671
H 2.987 -5.162 1.536
H 4.608 -4.983 1.912
H 3.879 -4.574 0.182
H 2.761 -3.831 3.370
H 2.856 -2.115 3.607
H 4.317 -3.204 3.599
H 5.649 -2.822 1.041
H 5.032 -1.531 1.881
H 4.666 -1.686 0.263
H 5.583 -0.390 -4.476
H 6.180 0.504 -6.017
H 4.646 -0.533 -6.105
H 5.616 1.914 -3.094
H 4.751 3.253 -4.007
H 6.262 2.773 -4.670
H 3.600 1.776 -6.858
H 5.073 2.832 -6.637
H 3.616 3.233 -5.872
N -6.169 -3.444 -1.457
C -6.963 -3.350 -2.608
C -6.478 -2.219 -3.510
O -5.668 -1.387 -2.968
O -6.823 -2.139 -4.695
H -5.400 -2.859 -1.806
H -5.882 -4.342 -1.134
H -8.028 -3.124 -2.310
H -7.008 -4.273 -3.249
O -6.320 1.469 -1.769
H -6.368 0.909 -2.517
H -5.962 0.850 -1.057
O -5.336 -0.368 0.151
H -5.521 -1.202 -0.323
H -4.354 -0.352 0.256
O -5.494 -2.187 -6.973
H -5.095 -1.336 -7.132
H -5.917 -2.107 -6.094
*
```

Computed, not measured: a structure of composition C26H53AsB2F4N9O4SSi4TeV in a non-equilibrium geometry, with ωB97M-V with the def2-TZVPD basis set.

Properties
electronic energy: -7269.60684 hartree
ΔE to the lowest compared entry with this formula, charge and spin: 36.2 kJ/mol
HOMO-LUMO gap (spin up / spin down): 6.438 / 7.131 eV
molecular weight: 1051.26 g mol⁻¹
LUMO level (spin up / spin down): -0.1286 / -0.1289 Ha
expectation value of S²: 3.767

Structure (ORCA input):
```
! wB97M-V def2-TZVPD RIJCOSX def2/J DEFGRID3
* xyz 1 4
V 0.117 -2.470 -0.291
C -1.581 -0.362 3.137
C -1.130 -1.329 2.101
N -0.294 -1.041 1.162
O 0.431 0.161 1.308
B 2.036 -0.194 1.556
F 2.001 -0.721 2.810
F 2.571 1.054 1.422
O 2.682 -1.038 0.569
N 2.146 -2.243 0.207
C 2.956 -3.145 -0.220
C 4.439 -3.020 -0.217
C 2.276 -4.407 -0.626
N 1.011 -4.286 -0.754
O 0.231 -5.409 -0.848
B -0.325 -5.739 0.509
F 0.712 -5.783 1.426
F -1.042 -6.892 0.368
O -1.361 -4.721 1.037
N -0.967 -3.455 1.182
C -1.604 -2.729 2.044
C -2.686 -3.276 2.911
C 3.034 -5.677 -0.784
H -0.746 0.255 3.458
H -2.018 -0.856 3.998
H -2.332 0.298 2.692
H 4.746 -2.160 0.369
H 4.810 -2.904 -1.238
H 4.891 -3.923 0.191
H -2.526 -4.343 3.047
H -3.662 -3.141 2.436
H -2.719 -2.791 3.883
H 3.784 -5.568 -1.569
H 2.351 -6.482 -1.036
H 3.550 -5.934 0.143
N 2.121 0.647 -3.055
C 1.814 0.134 -1.866
N 1.058 -0.939 -2.022
C 0.966 -1.041 -3.390
N 1.593 -0.093 -4.044
C 0.322 -2.162 -4.083
C -0.076 -2.102 -5.415
N -0.604 -3.157 -6.022
C -0.736 -4.265 -5.294
C -0.366 -4.311 -3.958
N 0.166 -3.253 -3.357
H 2.679 1.459 -3.265
H 2.148 0.572 -0.944
H 0.042 -1.192 -5.990
H -1.147 -5.135 -5.792
H -0.481 -5.207 -3.358
C -5.268 -3.050 -1.019
As -3.608 -3.499 -1.883
C -4.016 -3.523 -3.766
C -3.217 -5.315 -1.409
S -2.179 -2.009 -1.430
H -6.042 -3.760 -1.305
H -5.550 -2.043 -1.319
H -5.117 -3.076 0.058
H -5.027 -3.902 -3.910
H -3.307 -4.170 -4.275
H -3.933 -2.512 -4.159
H -4.015 -5.939 -1.813
H -3.161 -5.416 -0.330
H -2.259 -5.607 -1.832
C 3.609 3.770 -0.342
Si 1.955 4.639 -0.479
C 1.215 4.307 -2.171
C 2.191 6.484 -0.269
Si 0.459 3.878 1.168
Te -0.507 1.719 0.220
Si 1.310 3.852 3.370
C 1.118 5.642 3.888
C 0.322 2.742 4.503
C 3.112 3.385 3.435
Si -1.645 4.942 1.061
C -2.424 4.567 -0.610
C -1.470 6.796 1.221
C -2.730 4.275 2.431
H 4.130 3.817 -1.303
H 3.515 2.724 -0.048
H 4.247 4.263 0.394
H 1.971 4.493 -2.940
H 0.374 4.974 -2.376
H 0.860 3.280 -2.283
H 2.903 6.852 -1.014
H 2.590 6.734 0.716
H 1.258 7.031 -0.407
H 0.072 5.955 3.898
H 1.670 6.318 3.231
H 1.511 5.769 4.900
H -0.745 2.726 4.270
H 0.436 3.090 5.533
H 0.712 1.721 4.460
H 3.714 3.973 2.741
H 3.272 2.333 3.221
H 3.479 3.589 4.446
H -1.935 5.136 -1.404
H -3.477 4.862 -0.594
H -2.401 3.510 -0.895
H -0.876 7.221 0.412
H -1.019 7.095 2.168
H -2.467 7.245 1.170
H -2.908 3.205 2.312
H -3.697 4.784 2.413
H -2.285 4.443 3.415
*
```

Computed, not measured: a cluster of 3 separate species, C4H10O3 in total in a non-equilibrium geometry, with ωB97M-V with the def2-TZVPD basis set.

Properties
electronic energy: -383.74872 hartree
ΔE to the lowest compared entry with this formula, charge and spin: 100.3 kJ/mol
HOMO-LUMO gap (spin up / spin down): 8.706 / 6.245 eV
molecular weight: 106.12 g mol⁻¹
LUMO level (spin up / spin down): -0.2129 / -0.3034 Ha
expectation value of S²: 0.798

Structure (ORCA input):
```
! wB97M-V def2-TZVPD RIJCOSX def2/J DEFGRID3
* xyz 1 2
C -2.824 -0.748 -0.247
C -1.574 -0.182 -0.304
O -0.794 -0.572 -1.375
C -1.055 0.769 0.576
C -0.039 1.623 0.250
H -3.098 -1.524 -0.955
H -3.598 -0.414 0.436
H -0.678 0.193 -1.955
H -1.552 0.791 1.550
H 0.815 1.398 -0.411
H 0.108 2.591 0.740
H 1.003 -1.844 0.196
H 2.394 -2.330 -0.176
O 1.923 -1.786 0.480
H 2.515 0.020 0.435
H 3.494 1.224 0.722
O 2.958 0.789 0.037
*
```

Computed, not measured: a structure of composition H2INO3P in a non-equilibrium geometry, with ωB97M-V with the def2-TZVPD basis set.

Properties
electronic energy: -920.87870 hartree
ΔE to the lowest compared entry with this formula, charge and spin: 11.2 kJ/mol
HOMO-LUMO gap: 7.989 eV
molecular weight: 221.90 g mol⁻¹
LUMO level: 0.1007 Ha

Structure (ORCA input):
```
! wB97M-V def2-TZVPD RIJCOSX def2/J DEFGRID3
* xyz -1 1
N -0.292 -0.527 -0.007
O 1.564 -1.909 1.291
O 2.241 -0.151 -0.529
O 1.113 -2.277 -1.299
P 1.203 -1.416 -0.070
I 3.721 0.539 0.499
H -0.602 -0.648 0.933
H -0.755 -1.296 -0.541
*
```